This record from OMol25 describes a cluster of 2 separate species, C32H46Br2F2N5O9 in total. The level of theory is ωB97M-V/def2-TZVPD.

The value obtained for the highest occupied orbital energy is -11.67 eV. The total charge is +1.

Last column: Löwdin charge in e.
Element x y z (Å)
C1 2.5283 -5.3345 -0.5009  -0.089
C2 2.5122 -4.0080 -1.3094  -0.195
C3 1.6226 -2.9495 -0.6261  -0.210
O1 1.3941 -1.8941 -1.5426  -0.097
C4 1.1572 -0.5707 -1.0013  -0.342
C5 2.5119 -0.1170 -0.4405  -0.022
C6 3.6895 -0.3907 -1.4205  -0.166
O2 4.6006 -1.3341 -0.8358  -0.051
C7 5.6452 -1.5726 -1.7004  -0.349
O3 6.7697 -1.4849 -1.3699  0.145
C8 -0.0403 -0.5710 0.0319  -0.080
C9 0.2580 -0.9108 1.5187  -0.238
C10 -0.4890 0.0429 2.5271  -0.043
C11 -0.0303 -2.3768 2.0162  -0.168
C12 1.1498 -3.0184 2.8222  -0.234
C13 0.7322 -3.3616 4.2818  -0.093
N1 -1.2437 -1.2511 -0.5800  0.153
C14 -2.4439 -1.3539 0.2815  -0.458
O4 -2.8489 -2.4474 0.5149  0.183
N2 -3.1176 -0.2602 0.7838  0.199
C15 -4.0298 -0.5710 1.8441  -0.491
O5 -5.1484 -0.2432 1.7615  0.225
F1 -3.6240 -1.2464 2.9162  0.160
C16 -1.6450 -0.7774 -1.9793  -0.236
C17 -2.2677 0.6192 -2.0378  -0.436
O6 -2.1854 1.4514 -1.1816  0.133
N3 -2.8887 1.0057 -3.2559  0.167
C18 -3.7158 2.1649 -3.0977  -0.511
O7 -3.4426 3.1593 -3.6491  0.226
F2 -4.7877 2.1476 -2.3005  0.112
C19 -2.4377 -1.9479 -2.5820  -0.567
Br1 -1.4764 -3.4690 -3.3353  0.908
C20 -3.7652 -2.1300 -2.6168  -0.690
C21 -4.4419 -3.3452 -3.2476  -0.167
Br2 -5.0184 -0.9264 -1.8197  0.975
C22 -0.3520 -0.5205 -2.8932  -0.095
N4 0.6747 0.1473 -2.1575  -0.047
C23 0.9170 1.5624 -2.4013  -0.293
C24 2.1852 1.7573 -3.3258  -0.035
C25 0.8410 2.5822 -1.2202  -0.192
C26 1.8724 3.7480 -1.3245  -0.086
H1 3.1352 -6.0456 -1.0810  0.079
H2 1.5030 -5.7171 -0.4197  0.075
H3 3.0381 -5.2212 0.4636  0.077
H4 2.0858 -4.1852 -2.3070  0.114
H5 3.5532 -3.6778 -1.4038  0.099
H6 2.0249 -2.7041 0.3650  0.119
H7 0.6622 -3.4875 -0.4494  0.110
H8 2.8281 -0.6770 0.4511  0.123
H9 2.5987 0.9378 -0.1588  0.125
H10 4.2601 0.5480 -1.5330  0.126
H11 3.3569 -0.6613 -2.4325  0.123
H12 5.3588 -1.8988 -2.7219  0.157
H13 -0.3318 0.4919 0.0827  0.132
H14 1.2986 -0.7247 1.8072  0.121
H15 -1.4843 -0.3308 2.7898  0.056
H16 0.0957 0.1346 3.4508  0.103
H17 -0.5824 1.0634 2.1091  0.047
H18 -0.8617 -2.3309 2.7382  0.097
H19 -0.3945 -3.0571 1.2332  0.089
H20 1.3872 -3.9815 2.3448  0.097
H21 2.0563 -2.3965 2.8124  0.108
H22 0.6065 -2.4461 4.8750  0.075
H23 -0.2140 -3.9193 4.2301  0.079
H24 1.5024 -4.0103 4.7196  0.077
H25 -0.9335 -2.2256 -0.7383  0.153
H26 -2.5568 0.5767 0.9352  0.145
H27 -3.3425 0.2203 -3.7170  0.122
H28 -4.1460 -3.4656 -4.2950  0.076
H29 -4.1961 -4.2202 -2.6298  0.088
H30 -5.5318 -3.2370 -3.2230  0.064
H31 -0.6652 0.1170 -3.7327  0.146
H32 -0.0296 -1.4366 -3.3993  0.068
H33 0.1218 1.9314 -3.0730  0.137
H34 2.2256 0.8506 -3.9496  0.085
H35 3.1120 1.9024 -2.7673  0.057
H36 2.0122 2.5852 -4.0258  0.085
H37 0.9566 2.1567 -0.2147  0.070
H38 -0.1400 3.0847 -1.2175  0.105
H39 1.8144 4.1984 -2.3277  0.080
H40 1.6378 4.5527 -0.6224  0.062
H41 2.8852 3.3491 -1.1838  0.074
C27 -1.8650 6.3018 4.8541  -0.056
C28 -0.7684 6.8775 4.2259  -0.052
C29 0.0613 6.1039 3.4306  0.006
C30 -0.2228 4.7573 3.2711  -0.143
C31 -1.3098 4.1687 3.8979  -0.003
C32 -2.1330 4.9481 4.6935  -0.058
N5 0.6397 3.9425 2.4118  -0.314
O8 1.5937 4.4759 1.8933  0.098
O9 0.3479 2.7607 2.2616  0.015
H42 -2.5142 6.9103 5.4707  0.114
H43 -0.5618 7.9314 4.3544  0.114
H44 0.9139 6.5562 2.9439  0.123
H45 -1.5234 3.1162 3.7742  0.112
H46 -2.9862 4.5023 5.1870  0.112